Molecular formula: C37H18Br2F15GeN3RhS
Method: DFT, ωB97M-V/def2-TZVPD

Values from the calculation:
- Highest occupied orbital energy: -11.15 eV
- ΔE to the lowest compared entry with this formula, charge and spin: 0.054 eV
- Kohn-Sham gap: 7.0 eV
- Total charge: +1
- Spin multiplicity: 1
- LUMO level: -4.12 eV

Cartesian coordinates (Å):
Rh  -0.2737  1.9712  -0.8034
Br  6.3929  2.7301  -0.8175
C  4.5451  2.5038  -0.9710
C  4.0130  1.3093  -1.4076
C  2.6383  1.1856  -1.4724
N  1.7956  2.1677  -1.1278
C  2.3262  3.3457  -0.7398
C  3.6896  3.5458  -0.6436
C  1.3546  4.3982  -0.3675
C  1.7760  5.6780  -0.0447
C  0.8515  6.6008  0.4096
Br  1.3890  8.3303  0.8621
C  -0.4680  6.2116  0.5350
C  -0.8071  4.9304  0.1576
N  0.0575  4.0268  -0.3198
H  4.6415  0.4739  -1.6809
H  2.1642  0.2773  -1.8135
H  4.0980  4.4839  -0.3049
H  2.8111  5.9620  -0.1444
H  -1.2270  6.8866  0.9024
H  -1.8327  4.6256  0.2378
C  -3.0340  0.6233  -0.9194
N  -2.3884  1.9265  -0.5803
C  -3.0413  2.9176  -1.4634
C  -2.6636  2.1878  0.8687
C  -1.5476  1.6146  1.6976
C  -1.6807  1.2553  3.0328
C  -0.5739  0.8213  3.7487
C  0.6650  0.7273  3.1310
C  0.8078  1.0537  1.7875
C  -0.2990  1.5086  1.0874
H  -4.1062  0.7283  -0.7320
H  -2.6244  -0.1596  -0.2997
H  -2.8620  0.3831  -1.9635
H  -4.1269  2.8421  -1.3683
H  -2.7666  2.6982  -2.4945
H  -2.7422  3.9345  -1.2315
H  -3.6476  1.8002  1.1417
H  -2.7061  3.2633  1.0178
H  -2.6484  1.3189  3.5169
H  -0.6842  0.5386  4.7887
H  1.5256  0.3853  3.6924
H  1.7701  0.9518  1.3026
F  -0.9893  -4.9381  0.3205
C  -1.7714  -4.5604  -0.7027
C  -1.5269  -3.3620  -1.3577
C  -2.3429  -3.0793  -2.4419
F  -2.1719  -1.9680  -3.1680
C  -3.3676  -3.9206  -2.8385
F  -4.1390  -3.6073  -3.8752
C  -3.5883  -5.0994  -2.1478
F  -4.5625  -5.9137  -2.5211
C  -2.7807  -5.4284  -1.0722
F  -2.9762  -6.5674  -0.4183
Ge  -0.0862  -2.2101  -0.7040
S  -0.1816  -0.2114  -1.6035
C  1.6545  -2.8760  -1.2952
C  1.8294  -3.9025  -2.2072
F  0.7806  -4.5416  -2.7353
C  3.0829  -4.3189  -2.6303
F  3.2079  -5.3125  -3.5004
C  4.2104  -3.6796  -2.1465
F  5.4153  -4.0498  -2.5495
C  4.0721  -2.6440  -1.2347
F  5.1524  -2.0123  -0.7691
C  2.8086  -2.2755  -0.8236
F  2.7279  -1.2964  0.0994
C  -0.2277  -2.3255  1.2604
C  -1.3963  -1.9326  1.8839
F  -2.4324  -1.4782  1.1525
C  -1.6039  -2.0261  3.2447
F  -2.7532  -1.6309  3.7906
C  -0.5986  -2.5353  4.0443
F  -0.7682  -2.6150  5.3561
C  0.5829  -2.9641  3.4649
F  1.5458  -3.4744  4.2240
C  0.7417  -2.8648  2.0933
F  1.8915  -3.3431  1.6011


Molecular formula: C7H15NO14S3
Method: DFT, ωB97M-V/def2-TZVPD

Values from the calculation:
- Highest occupied orbital energy: -9.74 eV
- ΔE to the lowest compared entry with this formula, charge and spin: 0.094 eV
- Kohn-Sham gap: 9.9 eV
- Total charge: 0
- Spin multiplicity: 1
- LUMO level: 0.12 eV

Cartesian coordinates (Å):
C  -0.0011  3.3500  1.3660
O  0.1503  1.9928  1.7499
C  -0.8251  1.1641  1.2535
O  -2.1345  1.5762  1.7461
S  -3.1085  0.3305  2.1160
O  -3.0891  0.1445  3.5390
O  -4.5038  1.1457  1.8482
C  -4.7061  1.8050  0.6143
O  -4.7119  3.1954  0.7917
N  -3.4579  3.7632  0.3804
O  -3.3062  4.8021  0.8682
H  -0.8309  3.8181  1.8915
H  -0.1599  3.4353  0.2864
H  0.9191  3.8577  1.6382
H  -0.5996  0.1582  1.6031
H  -0.8667  1.1826  0.1620
H  -3.9575  1.5229  -0.1293
H  -5.6957  1.5245  0.2663
C  2.6467  0.2340  -2.4359
C  2.1886  -0.1817  -3.8212
O  0.7605  -0.2903  -3.6883
S  0.2240  0.7949  -2.6573
O  -0.2549  1.9416  -3.3437
O  -0.6039  0.1348  -1.7101
O  1.6271  1.1568  -2.0045
H  2.6549  -0.6082  -1.7472
H  3.6044  0.7468  -2.4412
H  2.5829  -1.1451  -4.1306
H  2.4130  0.5744  -4.5753
C  2.8586  -4.0274  1.7953
C  2.2825  -4.9275  0.7191
O  1.0676  -4.2628  0.3385
S  1.2482  -2.6856  0.4422
O  1.5682  -2.1438  -0.8331
O  0.1691  -2.1586  1.1920
O  2.5824  -2.7017  1.3138
H  2.3569  -4.1645  2.7538
H  3.9319  -4.1388  1.9182
H  2.0387  -5.9239  1.0752
H  2.9378  -4.9924  -0.1509


Molecular formula: C4H12
Method: DFT, ωB97M-V/def2-TZVPD

Values from the calculation:
- Highest occupied orbital energy (alpha / beta): -15.29 / -15.28 eV
- ΔE to the lowest compared entry with this formula, charge and spin: 0.461 eV
- Kohn-Sham gap (alpha / beta): 11.8 / 3.9 eV
- Total charge: +1
- Spin multiplicity: 2
- LUMO level (alpha / beta): -3.45 / -11.37 eV

Cartesian coordinates (Å):
C  1.6135  -0.9687  -0.7227
C  1.5883  -1.2027  0.7860
H  2.5452  -0.4988  -1.0312
H  1.6272  -1.9719  -1.1531
H  0.7840  -0.3797  -1.0975
H  0.7331  -1.7926  1.1214
H  1.6135  -0.2679  1.3606
H  2.4613  -1.7660  1.1151
C  -1.1467  1.6197  -0.1665
C  -2.0700  0.5687  0.1768
H  -1.4009  2.6088  0.2641
H  -0.0836  1.3798  0.0135
H  -1.0085  1.9283  -1.2536
H  -1.5812  -0.3485  0.5268
H  -2.7091  0.1584  -0.6685
H  -2.9660  0.9331  0.7289


Molecular formula: C34H38AuBrN5O
Method: DFT, ωB97M-V/def2-TZVPD

Values from the calculation:
- Highest occupied orbital energy: -9.41 eV
- Kohn-Sham gap: 4.1 eV
- Total charge: +1
- Spin multiplicity: 1
- LUMO level: -5.32 eV

Cartesian coordinates (Å):
Au  1.3447  -1.8734  -0.2256
C  6.0986  -1.9376  5.0356
C  4.8681  -1.9845  4.1762
C  3.6848  -2.5841  4.6048
C  2.5635  -2.5915  3.8096
C  2.5138  -1.9294  2.5685
N  1.3230  -1.9234  1.8524
C  0.0933  -1.6769  2.4414
C  0.0472  -0.8198  3.5621
C  -1.0821  -0.6408  4.3187
C  -2.2657  -1.2930  3.9793
C  -3.5043  -1.1898  4.8205
C  -2.2716  -2.0233  2.8058
C  -1.1436  -2.1930  2.0037
N  -1.3103  -2.8934  0.7785
C  -2.4520  -3.4361  0.2959
C  -2.1707  -4.0497  -0.9022
C  -0.8168  -3.8199  -1.1103
N  -0.3144  -3.1324  -0.0861
C  3.7118  -1.3525  2.1279
C  4.8649  -1.4276  2.9111
N  3.8178  -0.6242  0.9097
C  4.6708  0.3920  0.6726
C  4.6065  0.7079  -0.6688
C  3.6652  -0.1654  -1.1975
N  3.2030  -0.9672  -0.2365
H  5.9388  -2.4572  5.9782
H  6.3669  -0.9045  5.2627
H  6.9531  -2.3915  4.5321
H  3.6552  -3.0723  5.5710
H  1.6702  -3.0970  4.1475
H  0.9601  -0.3144  3.8410
H  -1.0531  0.0076  5.1852
H  -3.3091  -0.6415  5.7395
H  -3.8763  -2.1806  5.0850
H  -4.3013  -0.6763  4.2798
H  -3.2106  -2.4757  2.5248
H  -3.3976  -3.3624  0.7957
H  -2.8503  -4.5841  -1.5409
H  -0.1910  -4.1175  -1.9333
H  5.7988  -1.0479  2.5170
H  5.2398  0.8493  1.4609
H  5.1658  1.4585  -1.1970
H  3.3160  -0.2629  -2.2107
C  -2.4570  1.2949  -6.1483
C  -1.6933  2.3436  -5.3214
C  -2.6006  3.5618  -5.1457
C  -0.4367  2.7859  -6.0901
C  -1.2825  1.7351  -3.9842
C  -0.4832  0.6010  -3.9744
C  -0.1274  0.0287  -2.7740
Br  0.9783  -1.5663  -2.8871
C  -0.4951  0.5035  -1.4905
O  -0.1264  -0.0596  -0.3972
C  -1.3190  1.6818  -1.5232
C  -1.6701  2.2406  -2.7397
C  -1.7909  2.2886  -0.2006
C  -0.5671  2.7445  0.6131
C  -2.6060  1.2488  0.5913
C  -2.6906  3.5092  -0.4070
H  -2.7852  1.7315  -7.0938
H  -3.3404  0.9562  -5.6039
H  -1.8425  0.4231  -6.3732
H  -2.8658  3.9551  -6.1277
H  -2.0977  4.3567  -4.5922
H  -3.5255  3.2965  -4.6305
H  -0.7207  3.2425  -7.0404
H  0.2286  1.9480  -6.3003
H  0.1198  3.5235  -5.5091
H  -0.1379  0.1560  -4.8992
H  -2.2867  3.1284  -2.7306
H  0.0954  1.9081  0.8275
H  -0.8877  3.1813  1.5623
H  -0.0104  3.5011  0.0564
H  -1.9997  0.3812  0.8421
H  -3.4653  0.9215  0.0012
H  -2.9731  1.6893  1.5220
H  -2.1689  4.3152  -0.9262
H  -2.9940  3.8879  0.5699
H  -3.5959  3.2544  -0.9615


Molecular formula: C11H27Cl2O2P2Pb
Method: DFT, ωB97M-V/def2-TZVPD

Values from the calculation:
- Highest occupied orbital energy (alpha / beta): -17.69 / -17.70 eV
- ΔE to the lowest compared entry with this formula, charge and spin: 0.000 eV
- Kohn-Sham gap (alpha / beta): 4.3 / 3.7 eV
- Total charge: +3
- Spin multiplicity: 1
- LUMO level (alpha / beta): -13.43 / -14.02 eV

Cartesian coordinates (Å):
C  -4.9373  -1.7328  -1.5583
C  -4.1828  -1.2739  -0.3471
H  -6.0329  -1.6517  -1.4195
H  -4.6602  -2.7842  -1.7760
H  -4.6782  -1.1535  -2.4585
O  -4.3401  -1.4737  0.8044
Cl  -0.6999  -3.7496  -2.9434
Pb  -1.6153  -1.6599  -1.9864
P  -0.2626  -2.7235  0.8336
C  0.1068  -2.3812  2.6051
C  -0.6155  -4.5142  0.9697
H  0.1531  -5.0478  1.5460
H  2.0550  -3.7204  0.6492
H  -0.6937  -4.8933  -0.0512
H  1.5389  -2.7320  -0.7887
H  -0.8223  -2.1169  3.1281
H  -1.5884  -4.6031  1.4592
C  1.5073  -2.8184  0.3058
H  0.6056  -3.2231  3.1212
H  1.9489  -1.9051  0.7374
H  0.7577  -1.4947  2.5785
P  -0.8135  2.1460  -1.6583
C  -0.7443  3.5357  -0.4418
C  0.9075  2.3412  -2.2972
H  -1.8653  2.2593  -3.8102
H  -1.2029  3.8721  -3.3890
H  -2.7005  3.2619  -2.6066
C  -1.7218  2.9881  -3.0081
H  1.1381  1.4168  -2.8564
H  1.0804  3.2251  -2.9299
H  -0.5670  4.5295  -0.8874
H  0.0619  3.2839  0.2631
H  1.5603  2.3430  -1.4126
H  -1.6899  3.5514  0.1175
Cl  0.7757  -0.7685  -2.4412
C  3.5506  1.0079  1.0937
C  2.1198  1.2740  1.4973
C  1.9144  2.2775  2.6060
O  1.1562  0.7107  0.9691
H  4.2432  1.6283  1.6722
H  3.6554  1.2173  0.0262
H  3.7710  -0.0504  1.2605
H  1.3594  3.1508  2.2338
H  1.3134  1.8238  3.4059
H  2.8650  2.6216  3.0248